# 1
Below is C40H30BrN4O5OsS as an isolated structure at a distorted geometry, with properties calculated with wB97M-V/def2-TZVPD.

The value obtained for the energy above the lowest of the compared OMol25 structures with the same formula, charge and spin is 23.9 kcal per mole. The value obtained for the LUMO energy is -3.491 eV. As for the total charge: +1.

Last column: Mulliken charge in e.
CARTESIAN COORDINATES (ANGSTROEM)
Os: 0.24 0.77 0.15  0.506
Br: -3.57 -2.04 -5.62  -0.159
C: -2.45 -1.78 -4.14  -0.458
C: -1.34 -2.59 -3.95  -0.646
C: -0.53 -2.39 -2.85  -0.842
C: -0.80 -1.38 -1.95  0.947
O: 0.04 -1.22 -0.84  -0.861
C: -1.91 -0.56 -2.11  -0.168
C: -2.40 0.45 -1.17  0.246
N: -1.72 1.01 -0.26  0.332
C: -2.42 1.80 0.71  0.343
C: -3.64 2.38 0.56  -0.316
C: -4.22 3.11 1.61  -1.227
C: -3.57 3.25 2.80  -0.900
C: -2.30 2.66 2.99  1.008
C: -1.56 2.77 4.19  -0.664
C: -0.34 2.19 4.27  -1.106
C: 0.17 1.48 3.16  -0.013
N: -0.49 1.35 2.04  0.592
C: -1.73 1.93 1.94  0.237
C: -2.74 -0.80 -3.21  -0.796
H: -1.11 -3.38 -4.66  0.473
H: 0.33 -3.03 -2.70  0.546
H: -3.46 0.65 -1.23  0.516
H: -4.18 2.30 -0.38  0.256
H: -5.19 3.57 1.46  0.427
H: -4.02 3.82 3.61  0.434
H: -1.98 3.32 5.02  0.447
H: 0.26 2.25 5.17  0.416
H: 1.14 1.01 3.20  0.717
H: -3.62 -0.19 -3.34  0.558
C: -1.25 6.58 -3.63  -2.308
C: -1.32 5.38 -2.69  2.318
C: -2.73 4.78 -2.75  -1.358
C: -1.03 5.87 -1.26  -1.568
C: -0.31 4.29 -3.06  -0.359
C: 0.48 4.35 -4.22  -0.346
C: 1.38 3.36 -4.55  -1.334
C: 1.49 2.26 -3.71  1.088
S: 2.52 0.87 -3.83  -0.336
C: 1.86 0.27 -2.36  0.250
N: 0.93 1.01 -1.82  1.179
C: 0.70 2.17 -2.56  -1.208
C: -0.19 3.18 -2.24  0.378
C: 2.28 -0.99 -1.75  1.171
C: 3.57 -1.48 -1.87  -0.624
C: 3.94 -2.64 -1.21  -0.899
C: 3.02 -3.31 -0.41  -0.671
C: 1.72 -2.84 -0.29  -0.499
C: 1.37 -1.70 -0.97  0.043
H: -1.97 7.33 -3.31  0.433
H: -1.50 6.30 -4.66  0.427
H: -0.26 7.04 -3.63  0.461
H: -3.47 5.55 -2.51  0.475
H: -2.84 3.96 -2.03  0.108
H: -2.95 4.40 -3.75  0.347
H: -1.71 6.69 -1.01  0.470
H: -0.01 6.23 -1.17  0.365
H: -1.18 5.08 -0.52  0.236
H: 0.40 5.21 -4.88  0.548
H: 1.99 3.44 -5.45  0.426
H: -0.76 3.11 -1.32  -0.116
H: 4.30 -0.94 -2.46  0.498
H: 4.95 -3.02 -1.30  0.444
H: 3.31 -4.21 0.12  0.492
H: 0.98 -3.34 0.31  0.557
O: 2.18 0.42 0.91  -0.636
C: 2.52 1.63 0.92  0.522
O: 1.70 2.47 0.46  -0.751
C: 3.84 2.06 1.44  0.148
C: 4.80 1.11 1.79  -0.577
C: 6.03 1.52 2.28  -0.744
C: 6.31 2.87 2.42  -0.503
C: 5.34 3.79 2.07  -0.161
C: 4.11 3.42 1.58  -0.321
N: 5.63 5.24 2.23  1.032
O: 6.77 5.55 2.51  -0.598
O: 4.71 6.02 2.06  -0.593
H: 4.56 0.06 1.68  0.566
H: 6.78 0.79 2.55  0.431
H: 7.26 3.22 2.79  0.519
H: 3.37 4.16 1.31  0.730


# 2
Below is a 6-piece molecular cluster, H12O6 overall at a distorted geometry, with properties calculated with wB97M-V/def2-TZVPD.

The value obtained for the energy above the lowest of the compared OMol25 structures with the same formula, charge and spin is 47.1 kcal per mole. The value obtained for the LUMO energy is 0.332 eV. Its SMILES is O.O.O.O.O.O.

Last column: Mulliken charge in e.
CARTESIAN COORDINATES (ANGSTROEM)
O: 1.05 1.92 -0.19  -0.795
H: 1.37 1.45 -1.09  0.389
H: 1.20 1.20 0.48  0.442
O: 1.63 -0.41 1.36  -0.794
H: 2.04 -0.89 0.61  0.385
H: 0.63 -0.47 1.34  0.436
O: 1.36 -0.88 -1.23  -0.666
H: 1.88 -1.59 -1.65  0.292
H: 0.45 -1.16 -1.29  0.398
O: -1.33 -1.27 -0.94  -0.883
H: -1.02 -1.63 0.00  0.405
H: -1.27 -0.14 -0.82  0.457
O: -1.50 1.24 -0.39  -0.727
H: -0.50 1.32 -0.16  0.433
H: -1.98 2.05 -0.71  0.287
O: -1.12 -0.56 1.43  -0.756
H: -1.40 -0.42 2.37  0.280
H: -1.51 0.22 0.88  0.417